115
Properties=species:S:1:pos:R:3 method="wB97M-V/def2-TZVPD" e_lumo_ev="-9.23 / -9.23" energy_ha=-5016.01169 charge=+3 e_homo_ev="-15.24 / -15.24" multiplicity=1 max_force_ev_per_a=2.49
Ti -0.11234 -0.06330 0.29426
C -2.83034 1.26992 3.66561
C -1.94725 2.05389 4.62353
S -0.18614 1.63648 4.35064
C 0.71760 3.19249 4.04679
C 0.89894 3.73288 2.62236
S 0.56646 2.69062 1.13409
C -1.04040 3.40201 0.66454
C -2.12675 3.07484 1.66558
S -2.30218 1.26963 1.91057
H -2.84885 0.20503 3.94907
H -3.86503 1.65476 3.68734
H -2.08258 3.14451 4.54936
H -2.17713 1.75748 5.65685
H 0.24083 3.95929 4.67863
H 1.70622 2.97934 4.48374
H 0.28575 4.63476 2.47047
H 1.95210 4.03320 2.48701
H -0.90859 4.48751 0.57634
H -1.29532 2.99558 -0.32003
H -1.90630 3.53113 2.63732
H -3.10080 3.43831 1.30506
C -1.53940 2.00321 -6.26041
C -1.48463 1.58567 -4.82866
C -2.54672 1.85864 -3.96638
C -2.49487 1.53872 -2.61246
C -3.64402 1.82830 -1.71104
O -3.42956 2.15604 -0.54995
C -4.99780 1.67003 -2.24971
C -5.30868 0.67027 -3.17879
C -6.61983 0.46293 -3.55478
C -7.62615 1.27874 -3.05926
C -7.32028 2.30137 -2.17334
C -6.02046 2.48145 -1.74827
C -1.33666 0.94149 -2.08275
O -1.17797 0.70030 -0.79798
C -0.32706 0.49685 -2.97803
C -0.39701 0.88428 -4.33100
C 0.57694 -0.54046 -2.55964
N 0.47015 -1.11517 -1.38351
C 0.98105 -2.46924 -1.22742
C 0.25980 -3.16492 -0.08271
Te -1.78792 -2.42193 0.06841
C -2.27931 -2.99255 -1.96194
C -2.21476 -4.34454 -2.29515
C -2.55726 -4.74475 -3.57831
C -2.97386 -3.81162 -4.51661
C -3.05747 -2.47043 -4.17168
C -2.71889 -2.05765 -2.89381
C 1.56675 -1.00684 -3.55305
C 2.87007 -0.53380 -3.40762
C 3.81811 -0.81629 -4.37454
C 3.47629 -1.58493 -5.47598
C 2.18684 -2.07534 -5.61129
C 1.22858 -1.79261 -4.65305
H -2.57743 2.16802 -6.59024
H -1.06692 1.26117 -6.91899
H -0.99963 2.95681 -6.39548
H -3.43422 2.35807 -4.35499
H -4.52454 0.02732 -3.57538
H -6.86006 -0.35097 -4.24235
H -8.66165 1.11193 -3.35699
H -8.11327 2.96141 -1.80392
H -5.77271 3.26620 -1.03362
H 0.40194 0.60287 -5.00592
H 2.07380 -2.47032 -1.05994
H 0.79398 -3.02770 -2.16158
H 0.72755 -2.96612 0.88888
H 0.24026 -4.25349 -0.23924
H -1.92062 -5.07962 -1.54376
H -2.51559 -5.80454 -3.84586
H -3.25983 -4.13413 -5.51872
H -3.40813 -1.74081 -4.90086
H -2.81126 -1.01177 -2.60917
H 3.10791 0.11751 -2.56506
H 4.82843 -0.41952 -4.27010
H 4.21587 -1.78571 -6.25252
H 1.91819 -2.67419 -6.48103
H 0.20171 -2.15351 -4.76347
S 1.69079 -2.01472 6.43383
C 1.24746 -1.43429 4.86673
C 1.90884 -0.45743 4.11702
C 1.44721 -0.11257 2.86487
N 0.39219 -0.69107 2.24719
C -0.28707 -1.58460 3.00870
C 0.09610 -1.97814 4.26480
C 2.78114 -0.75785 7.10577
C 2.38752 -0.17089 8.30069
C 3.22591 0.78969 8.85532
N 4.34234 1.17502 8.27193
C 4.72772 0.60386 7.14999
C 3.99311 -0.39700 6.52473
H 2.77262 0.07987 4.52691
H 1.95629 0.69078 2.32749
H -1.20432 -2.00472 2.59310
H -0.50709 -2.71296 4.80935
H 1.45697 -0.45953 8.79044
H 2.99072 1.27190 9.80253
H 5.67221 0.95384 6.73672
H 4.37332 -0.89270 5.62700
C 4.65176 -1.10429 1.84088
C 4.53173 -0.78364 0.33888
C 4.75085 -2.05829 -0.48828
C 5.53691 0.30407 -0.05931
C 3.19260 -0.29215 0.15602
N 2.10443 0.09788 0.10656
H 5.62447 -1.58115 2.02760
H 3.86543 -1.80355 2.16800
H 4.59335 -0.18546 2.44903
H 5.80462 -2.36357 -0.39857
H 4.54119 -1.89594 -1.55662
H 4.13372 -2.89147 -0.12303
H 6.54978 -0.01683 0.24117
H 5.31650 1.25895 0.44155
H 5.54294 0.46450 -1.14712


11
Properties=species:S:1:pos:R:3 method="wB97M-V/def2-TZVPD" e_lumo_ev=-0.35 energy_ha=-231.02425 charge=0 relative_energy_ev=5.428 e_homo_ev=-8.50 multiplicity=1 max_force_ev_per_a=3.98
C -0.80860 0.58238 0.77477
C -0.27228 0.26798 -0.25109
C -1.26520 0.96359 2.10637
C 1.17634 -0.57768 -2.08249
O 1.02283 -1.90315 -1.83484
H -1.05653 0.00814 2.67481
H -2.32851 0.97632 2.04378
H -1.02942 1.94125 2.61075
H 2.12368 -0.04823 -1.74968
H 0.67140 -0.02405 -2.95925
H 1.76629 -2.18656 -1.33312


9
Properties=species:S:1:pos:R:3 method="wB97M-V/def2-TZVPD" e_lumo_ev="-1.91 / -2.05" energy_ha=-321.09771 charge=0 relative_energy_ev=7.617 e_homo_ev="-10.28 / -9.52" multiplicity=1 max_force_ev_per_a=6.67
C 2.50472 0.00391 -0.45337
C 1.44446 -0.70191 -0.06510
C 0.09951 -0.00818 0.07740
N 3.41742 0.57147 -0.80361
O 2.20317 -3.21630 0.51569
O 1.44659 -2.01581 0.20308
H 0.34588 1.05874 -0.05588
H -0.25034 -0.41577 1.10493
H -0.49894 -0.55706 -0.65257


Question: Which value of multiplicity does entry 1 give?
Answer: 1


Question: Which value of multiplicity does entry 2 give?
Answer: 1